47
Properties=species:S:1:pos:R:3:forces:R:3 method="wB97M-V/def2-TZVPD" orbital_gap_ev="5.46 / 5.24" charge=-2 e_lumo_ev="3.8 / 3.5" multiplicity=3
Pd -2.19458 1.60556 -0.90067 -0.034 0.027 -0.035
S -6.33719 1.39709 -3.05246 -1.799 0.306 -0.410
O -7.25292 0.27168 -3.14506 -0.100 0.114 -0.196
O -5.01923 1.10690 -3.64140 2.038 -0.788 -0.922
O -6.76230 2.58510 -3.80487 -0.443 -0.131 0.191
O -5.97360 1.68975 -1.67938 0.175 0.409 1.344
S 0.39922 5.33615 -2.59130 2.313 2.169 -1.066
O -0.85398 4.88214 -3.18520 -2.355 -1.156 -0.701
O 0.24058 6.64972 -2.00502 0.078 0.525 0.234
O 0.59920 4.32825 -1.55725 0.216 -1.324 0.815
O 1.41253 5.31185 -3.65861 -0.075 -0.149 0.743
C 6.57388 -0.53866 0.29788 0.505 0.709 -0.592
C 5.68289 0.68852 0.05868 0.354 -0.503 -0.731
O 4.54700 0.61489 0.82497 -1.518 -0.221 1.671
H 7.38125 -0.49460 -0.43309 0.162 0.032 -0.125
H 6.10923 -1.51242 0.14300 -0.431 0.253 0.174
H 7.07398 -0.50379 1.26575 -0.310 -0.030 0.176
H 5.27923 0.75240 -0.95180 0.933 -0.180 -0.660
H 6.18343 1.62828 0.29195 0.658 -0.014 -0.159
H 3.97078 1.31446 0.50846 -0.388 -0.035 0.237
C -2.36817 2.38927 6.18733 -0.645 0.448 0.059
C -3.22019 2.49296 4.91998 0.482 -0.839 0.127
O -2.37234 2.81608 3.83760 -0.160 0.256 -0.068
H -1.66264 1.55871 6.16489 -0.025 0.095 -0.260
H -2.98759 2.28223 7.07782 -0.079 -0.025 0.116
H -1.82985 3.33399 6.26362 0.245 -0.067 0.240
H -4.01087 3.24137 4.97292 -0.148 -0.012 0.414
H -3.68019 1.53064 4.69541 -0.090 0.007 -0.058
H -2.30797 3.77128 3.90870 0.430 0.121 -0.571
C 2.30462 -3.49508 -4.23639 -0.124 -0.491 0.721
C 0.92796 -2.81780 -4.10491 0.776 -0.060 -1.425
O 1.04949 -1.52757 -3.52929 -0.281 -0.702 0.327
H 2.99427 -3.10056 -4.98261 -0.338 0.377 -0.192
H 2.21552 -4.56318 -4.43469 -0.173 -0.095 -0.163
H 2.82643 -3.42771 -3.28178 -0.015 0.076 0.156
H 0.20094 -3.48151 -3.63692 0.223 0.467 0.889
H 0.50240 -2.71179 -5.10279 -0.034 0.067 -0.369
H 1.71639 -1.09079 -4.06414 -0.030 0.359 0.073
C -0.64938 -4.51479 1.75501 -0.002 -0.135 0.380
C -1.44748 -3.28482 2.18892 0.311 -0.158 -0.136
O -2.08702 -2.68803 1.06734 -0.019 -0.281 0.581
H -0.08316 -4.94166 2.58283 0.352 0.286 0.130
H 0.01246 -4.23931 0.93394 0.069 -0.044 0.106
H -1.25302 -5.36528 1.43817 -0.437 0.243 -0.284
H -0.79380 -2.54873 2.65686 0.173 0.115 -0.334
H -2.17716 -3.50955 2.96683 -0.188 -0.292 0.065
H -2.87920 -3.22164 0.97083 -0.252 0.268 -0.513